[1]
ORCA calculation (wB97M-V/def2-TZVPD) on an isolated ion of composition C6H16N and charge +1.

The net charge is +1. Its SMILES is CC(C)C[C@H](C)[NH3+]. Its maximum force is 2.18 eV/A. The calculation puts the LUMO energy at -3.4 eV. The value obtained for the HOMO energy is -14.9 eV. For the relative energy (zero: lowest compared OMol25 entry of this formula, charge and spin), the calculation gives 6.56 kcal per mole. The HOMO-LUMO gap comes out at 11.5289 eV.

Positions of all 23 atoms, in Å:
C: -0.3769 -2.0014 -1.6632
C: -0.4400 -0.9934 -0.5433
C: 0.6908 0.0242 -0.5209
C: 1.1130 0.7318 0.7710
C: 0.5174 0.1382 2.0304
C: 0.6755 2.2194 0.6893
N: -1.7437 -0.1824 -0.6447
H: 0.5602 -2.5601 -1.6395
H: -1.1792 -2.7318 -1.6191
H: -0.2697 -1.4777 -2.6201
H: -0.5338 -1.5069 0.3864
H: 0.5614 0.6550 -1.4060
H: 1.5400 -0.5557 -0.9085
H: 2.1983 0.8155 0.8033
H: -0.5264 0.4525 2.1825
H: 0.9815 0.5478 2.9284
H: 0.5309 -0.9508 2.0845
H: -0.3983 2.2995 0.4912
H: 0.8627 2.7057 1.6444
H: 1.2307 2.7201 -0.1011
H: -2.5671 -0.7555 -0.8267
H: -1.8552 0.3653 0.2095
H: -1.6457 0.4349 -1.4476

***

[2]
ORCA calculation (wB97M-V/def2-TZVPD) on C30H48AlClNO25S as an isolated structure.

The net charge is -1. Its maximum force is 4.38 eV/A. The calculation puts the LUMO energy at 1.6 eV. The value obtained for the HOMO energy is -3.2 eV. The HOMO-LUMO gap comes out at 4.7533 eV.

Positions of all 107 atoms, in Å:
C: 0.2050 -1.6014 2.4026
C: 0.8727 -1.3162 1.1539
C: 0.5150 -0.0251 0.3783
Al: 0.9817 -0.1127 -1.6390
C: 1.0857 -2.0648 -2.2340
C: -0.1289 -2.5567 -3.1034
C: -1.3566 -3.0328 -2.2404
C: -2.5127 -1.9793 -2.2080
S: -3.6168 -2.1747 -0.7318
O: -3.9173 -3.6225 -0.6031
O: -4.8312 -1.3391 -0.9819
Cl: -2.7218 -1.4163 0.9617
C: -0.4132 0.9788 -2.6724
O: 0.0069 2.3365 -2.9865
C: -1.0918 3.1762 -2.7314
O: -1.0058 3.4758 -1.3397
C: -2.1877 4.0493 -0.8069
C: -2.5841 3.1734 0.4627
O: -3.0356 1.8942 -0.0300
C: 2.7976 0.8747 -1.8385
O: 3.8242 0.3547 -0.9118
N: 4.0658 1.2758 0.0481
O: 5.2274 1.3721 0.2709
H: -0.7627 -2.1270 2.4811
H: 0.7417 -1.3116 3.3300
H: 1.6565 -2.0203 0.7806
H: -0.5553 0.2622 0.5350
H: 1.1695 0.7696 0.8078
H: 1.1762 -2.7088 -1.3267
H: 2.0149 -2.1778 -2.8505
H: 0.2185 -3.4609 -3.6526
H: -0.4359 -1.8342 -3.8935
H: -1.7720 -3.9357 -2.7497
H: -1.0482 -3.3549 -1.2222
H: -2.1674 -0.9222 -2.1758
H: -3.1966 -2.0519 -3.0858
H: -0.6784 0.4038 -3.6078
H: -1.3164 1.0145 -2.0024
H: -0.9918 4.1395 -3.3061
H: -2.0585 2.7200 -3.0438
H: -3.0462 4.1002 -1.5144
H: -1.9560 5.0759 -0.4326
H: -1.7000 2.9759 1.1057
H: -3.3784 3.6916 1.0512
H: -3.6385 2.1178 -0.7449
H: 2.6166 1.9405 -1.5544
H: 3.1512 0.7975 -2.8919
C: 6.5423 -2.2943 -2.0143
C: 6.1673 -2.0433 -0.5828
O: 5.6503 -3.3089 -0.1652
C: 6.1869 -4.2537 -0.9732
O: 6.0951 -5.4265 -0.7927
O: 6.8467 -3.6904 -2.0185
H: 7.4031 -1.7078 -2.3320
H: 5.7132 -2.1097 -2.7021
H: 7.0311 -1.7927 0.0393
H: 5.4189 -1.2603 -0.4797
C: -1.6951 2.4377 4.9456
C: -0.9833 1.3424 5.6867
O: -0.1454 0.7684 4.6826
C: 0.0539 1.7194 3.7345
O: 0.8276 1.6361 2.8401
O: -0.7551 2.7937 3.9379
H: -1.9262 3.2917 5.5805
H: -2.6153 2.0927 4.4662
H: -0.3574 1.7276 6.4928
H: -1.6667 0.5973 6.0926
C: -0.7158 7.3700 1.5410
C: 0.4501 7.3590 2.4898
O: -0.1196 6.8174 3.6793
C: -1.2052 6.0876 3.3148
O: -1.8047 5.3712 4.0490
O: -1.5150 6.2842 2.0070
H: -0.4148 7.2125 0.5062
H: -1.3008 8.2916 1.6049
H: 1.2576 6.7040 2.1541
H: 0.8535 8.3545 2.6704
C: 3.0974 -5.3807 -7.1135
C: 2.4406 -6.0914 -5.9619
O: 1.8712 -5.0204 -5.2158
C: 1.6898 -3.9790 -6.0672
O: 1.0847 -2.9955 -5.7996
O: 2.2925 -4.2138 -7.2637
H: 3.0968 -5.9728 -8.0279
H: 4.1228 -5.0763 -6.8879
H: 1.6403 -6.7625 -6.2848
H: 3.1497 -6.6529 -5.3552
C: -0.2421 6.3489 6.7852
C: -0.6751 6.7029 8.1818
O: -1.1784 5.4639 8.6785
C: -0.5902 4.4721 7.9633
O: -0.6654 3.3152 8.2263
O: 0.0925 4.9678 6.9041
H: 0.6168 6.9292 6.4514
H: -1.0477 6.4556 6.0542
H: 0.1592 7.0234 8.8117
H: -1.4472 7.4707 8.1998
C: -4.4181 -6.3525 -2.2411
C: -4.4484 -7.4087 -1.1742
O: -4.5061 -8.6190 -1.9323
C: -3.9867 -8.3569 -3.1585
O: -3.7366 -9.1882 -3.9726
O: -3.7899 -7.0281 -3.3340
H: -3.8473 -5.4750 -1.9439
H: -5.4188 -6.0381 -2.5486
H: -3.5412 -7.4148 -0.5651
H: -5.3131 -7.3181 -0.5191

***

[3]
ORCA calculation (wB97M-V/def2-TZVPD) on a single C21H40BN3OS4 molecule.

Its maximum force is 11.19 eV/A. The calculation puts the LUMO energy at -0.7 eV. The value obtained for the HOMO energy is -8.4 eV. The HOMO-LUMO gap comes out at 7.6727 eV.

Positions of all 70 atoms, in Å:
C: 2.1085 -0.5211 2.0806
C: 3.2550 0.2986 2.9338
C: 4.1910 1.2858 2.0193
C: 4.9965 0.5491 0.7969
N: 4.1308 0.1844 -0.4035
C: 4.0809 1.2916 -1.4334
C: 2.8447 2.3616 -1.2347
C: 1.3469 1.6919 -1.4711
C: 0.3343 2.9680 -1.8125
B: -0.1025 3.8274 -0.4621
C: -1.7055 4.0571 -0.0236
C: -2.5144 2.6222 0.1821
C: -2.4455 2.0292 1.7085
S: -2.5460 0.1325 1.7984
C: -4.3598 -0.2907 1.3685
S: -5.5304 0.7069 2.0828
N: -4.5645 -1.4326 0.4137
C: -4.4126 -1.0606 -1.0335
C: -5.6115 -0.0416 -1.6011
C: -5.7091 -2.3341 0.7326
C: -6.3715 -3.1625 -0.5164
O: 0.8820 4.5030 0.4555
C: 0.8814 3.7712 1.7653
N: 0.8329 3.4502 3.0209
C: 4.8627 -1.0295 -1.0137
S: 6.2378 -0.8550 -2.0561
S: 4.3625 -2.8182 -0.6525
C: 2.7052 -3.1625 -1.4981
C: 1.8833 -4.1718 -0.4518
C: 2.4125 -5.7108 -0.6717
H: 1.9131 -0.0428 1.0290
H: 2.3963 -1.6514 1.9488
H: 1.0859 -0.4556 2.6890
H: 2.6554 1.0070 3.6828
H: 3.8825 -0.4236 3.6474
H: 5.0253 1.7238 2.7522
H: 3.5330 2.2015 1.7054
H: 5.8863 1.2428 0.4687
H: 5.5049 -0.4558 1.1893
H: 5.1317 1.8350 -1.5033
H: 3.8951 0.7790 -2.4947
H: 2.9817 3.1751 -2.0979
H: 2.8746 2.9619 -0.2285
H: 1.3376 0.8820 -2.3462
H: 0.9660 1.2526 -0.4493
H: -0.6362 2.5893 -2.3874
H: 0.8901 3.6965 -2.5764
H: -2.1871 4.6362 -0.9219
H: -1.7879 4.7713 0.9180
H: -3.6547 2.8566 -0.0809
H: -2.1170 1.9046 -0.6524
H: -1.4531 2.3276 2.2994
H: -3.3296 2.5588 2.3105
H: -3.4218 -0.3958 -1.1012
H: -4.2062 -1.9648 -1.7693
H: -5.7066 -0.2170 -2.7544
H: -6.6118 -0.1367 -1.0005
H: -5.1996 1.0704 -1.4651
H: -5.3010 -3.1610 1.4915
H: -6.6199 -1.8316 1.3051
H: -5.6123 -3.5675 -1.3091
H: -7.1463 -2.4131 -1.0294
H: -7.0514 -4.0300 -0.0652
H: 2.1468 -2.1308 -1.5795
H: 2.8958 -3.6686 -2.5360
H: 0.7321 -4.0187 -0.6017
H: 2.2652 -3.8461 0.6314
H: 3.5787 -5.8144 -0.4424
H: 2.1532 -5.9946 -1.7955
H: 1.8351 -6.3917 0.0970

***

[4]
ORCA calculation (wB97M-V/def2-TZVPD) on C13H43N2O10Zr as an isolated structure.

The net charge is +3. Its maximum force is 9.37 eV/A. The calculation puts the LUMO energy at -14.2 eV. The value obtained for the HOMO energy is -16.1 eV. The HOMO-LUMO gap comes out at 1.8429 eV.

Positions of all 69 atoms, in Å:
Zr: -1.7854 -0.7314 3.6407
C: -0.6389 0.6477 0.5396
O: -1.2464 0.2904 1.7302
H: 0.4505 0.6365 0.5734
H: -0.7743 -0.0378 -0.2969
H: -0.9003 1.6561 0.2191
C: 2.7149 3.2814 4.9371
C: 2.4633 3.3450 3.3712
C: 3.3162 2.2674 2.6461
O: 2.9203 2.1929 1.2404
C: 3.0265 3.3338 0.4094
N: 1.0720 3.0843 3.1863
H: 2.7063 2.2408 5.2614
H: 1.9993 3.8645 5.5169
H: 3.6888 3.7090 5.1755
H: 2.5763 4.3654 3.0050
H: 3.2468 1.2897 3.1228
H: 4.3350 2.6517 2.6960
H: 3.6052 4.2169 0.6800
H: 2.0266 3.7660 0.3698
H: 3.4202 3.1181 -0.5838
H: 0.4861 3.8808 3.3922
H: 0.9866 2.9446 2.1897
C: -2.3320 1.3425 -5.3937
C: -3.1197 1.1302 -4.0955
C: -2.4600 0.0486 -3.2470
O: -2.5487 -1.1390 -3.9838
C: -2.4478 -2.2564 -3.1595
N: -3.2757 2.4633 -3.4885
H: -1.2883 1.6428 -5.3015
H: -2.8688 2.0652 -6.0081
H: -2.4483 0.4286 -5.9762
H: -4.0361 0.7526 -4.5491
H: -3.1411 -0.0085 -2.3980
H: -1.5065 0.3280 -2.7987
H: -3.0802 -2.2536 -2.2717
H: -1.4265 -2.5335 -2.8984
H: -2.6260 -3.0903 -3.8384
H: -2.5655 2.5230 -2.7729
H: -4.0624 2.4993 -2.8561
C: 1.8983 -1.2793 -1.9905
C: 1.6270 0.0499 -2.6749
O: 1.8381 -0.1274 -4.0398
O: 1.0122 -2.3529 -2.2995
H: 1.8735 -1.1265 -0.9115
H: 2.9343 -1.3674 -2.3179
H: 2.2390 0.8685 -2.2961
H: 0.5913 0.3374 -2.4936
H: 1.2589 -0.8539 -4.2814
H: 1.2152 -2.5850 -3.2087
C: 0.9044 -4.1739 0.4738
C: 0.8826 -4.9406 1.7787
O: -0.2780 -4.7643 2.4368
O: 0.8817 -2.8040 0.7527
H: 0.0876 -4.5650 -0.1328
H: 1.8220 -4.4419 -0.0499
H: 1.6471 -4.5970 2.4756
H: 1.0949 -5.9536 1.4369
H: -0.7384 -5.5728 2.6734
H: 0.5014 -2.3004 0.0293
O: -3.9636 -0.5326 2.6626
H: -4.6795 0.0994 2.5960
H: -4.3235 -1.3420 2.2999
O: -2.0450 -2.5325 2.1945
H: -2.7725 -3.0341 1.8267
H: -1.2785 -3.0908 2.0643
O: 0.2310 0.7349 4.1482
H: 0.4831 1.6015 3.8293
H: 0.5932 0.6901 5.0331